# 1
This record from OMol25 describes the molecule C8H13NS at a distorted geometry. The level of theory is ωB97M-V/def2-TZVPD.

Geometry (Å):
1 C -1.4840 0.5183 0.4537
2 C 0.5864 -0.6235 -0.2181
3 C 0.4377 -1.8652 -0.6426
4 C -3.6788 0.3773 -0.5510
5 C -2.2470 0.6544 -0.8872
6 C 1.1218 1.1223 0.7536
7 C 1.9355 0.0392 0.0674
8 C 2.8041 -0.7220 1.0988
9 N -0.1350 0.3656 0.4444
10 S -3.6240 -0.6269 0.9474
11 H -1.7948 1.1526 1.2463
12 H -0.5618 -2.1896 -0.8576
13 H 1.2890 -2.4246 -0.7961
14 H -4.2732 1.3871 -0.4688
15 H -4.3347 -0.0815 -1.2137
16 H -1.9591 -0.0161 -1.5649
17 H -1.9507 1.6170 -1.3366
18 H 1.2037 1.3709 1.7323
19 H 0.9723 2.0340 0.3095
20 H 2.6075 0.4075 -0.8819
21 H 3.5109 0.0778 1.5119
22 H 3.3714 -1.5377 0.5125
23 H 2.2861 -1.2891 1.7538

As for the charge: 0. The calculation puts the relative energy (zero: lowest compared OMol25 entry of this formula, charge and spin) at 92.7 kcal/mol. For the total energy, the calculation gives -20827.0548 eV. As for the HOMO-LUMO gap: 7.40 eV.

***

# 2
This record from OMol25 describes a cluster of 13 separate species, C15H56BN2O17 in total at a distorted geometry. The level of theory is ωB97M-V/def2-TZVPD.

Geometry (Å):
1 C 2.4839 -2.8009 0.1807
2 N 1.6308 -1.7897 0.9141
3 C 1.1983 -2.3190 2.2970
4 B 0.3186 -1.5007 0.2092
5 O -0.4256 -2.6432 -0.4286
6 C -0.3527 0.0280 0.0422
7 C -1.9778 -0.1937 0.2614
8 O -2.7071 -0.5717 -0.9588
9 C -4.0910 -0.8667 -0.4583
10 O -5.1245 -0.0142 -1.0758
11 C -6.4309 -0.5277 -0.5520
12 C -7.5199 0.6596 -0.2332
13 O -8.4839 0.7408 -1.3657
14 C 0.1564 0.9942 1.2625
15 C 0.3148 2.5782 0.8898
16 C 1.5612 3.2041 1.7934
17 C -1.0563 3.3329 1.4802
18 N 0.3899 2.9067 -0.5787
19 O -0.7851 3.3003 -1.0993
20 C 1.0569 1.8353 -1.4071
21 C 2.6157 1.5131 -1.0177
22 C 1.0975 2.4340 -2.9690
23 C 0.0651 0.5316 -1.4601
24 H 3.5759 -2.3268 0.0969
25 H 2.1147 -3.0467 -0.9070
26 H 2.5561 -3.7662 0.8781
27 H 0.8276 -3.4394 2.2180
28 H 2.0598 -2.1771 3.1072
29 H 0.3111 -1.6114 2.6646
30 H -0.0689 -2.6310 -1.3853
31 H -2.0671 -1.1274 1.0001
32 H -2.4964 0.7015 0.8470
33 H -4.2547 -2.0202 -0.6767
34 H -4.1823 -0.6852 0.7179
35 H -6.2994 -1.1354 0.4615
36 H -6.8985 -1.3134 -1.3174
37 H -8.1714 0.3102 0.7026
38 H -7.0551 1.6903 0.0683
39 H -8.9365 1.6306 -1.2732
40 H -0.6806 0.9287 2.1106
41 H 1.1558 0.6571 1.7818
42 H 2.5410 2.5726 1.6885
43 H 1.6984 4.3534 1.6174
44 H 1.1997 3.0920 2.9259
45 H -1.0019 3.1680 2.6612
46 H -2.0476 2.8169 1.1330
47 H -1.0440 4.4931 1.2545
48 H 3.1534 0.8780 -1.8725
49 H 2.6584 0.8221 -0.0545
50 H 3.2786 2.4498 -0.7888
51 H 0.2385 2.0052 -3.6424
52 H 1.1097 3.6271 -2.9315
53 H 2.1599 2.1420 -3.4284
54 H 0.5964 -0.3746 -2.0240
55 H -0.8502 0.8277 -2.1495
56 O -2.1595 5.8644 -3.0907
57 H -1.8467 6.3567 -2.3168
58 H -1.8033 4.9727 -2.9605
59 O 2.5884 5.2454 -0.5712
60 H 2.5317 6.1872 -0.3502
61 H 1.6703 4.9387 -0.5259
62 O 1.5907 3.9960 -5.5574
63 H 1.1073 4.8349 -5.5162
64 H 2.2924 4.1618 -6.2048
65 O 2.0405 1.8062 4.6594
66 H 2.3533 2.2985 5.4334
67 H 2.3967 0.9145 4.7897
68 O 2.5537 -6.2536 -0.0602
69 H 2.6271 -6.3582 -1.0209
70 H 1.6096 -6.0914 0.0860
71 O 1.9196 -0.8861 5.1514
72 H 2.6395 -1.4800 4.8904
73 H 1.3313 -1.4485 5.6773
74 O 3.1072 -6.2072 3.1331
75 H 3.9495 -6.4193 3.5628
76 H 3.3337 -6.1429 2.1931
77 O 1.9537 -7.6020 -2.8011
78 H 2.0271 -7.7066 -3.7617
79 H 1.0096 -7.4397 -2.6549
80 O 5.8879 -5.8405 4.2882
81 H 6.7928 -5.8157 4.6344
82 H 5.8097 -5.0199 3.7788
83 O -3.1334 6.0737 -6.1344
84 H -2.5757 6.4737 -5.4502
85 H -3.7005 5.4594 -5.6445
86 O 5.2072 -2.0202 -1.4683
87 H 6.0495 -2.2324 -1.0385
88 H 5.4337 -1.9560 -2.4082
89 O -4.8921 -2.1384 1.9870
90 H -5.1351 -2.9803 1.5730
91 H -5.6824 -1.8876 2.4886

As for the charge: 0. For the total energy, the calculation gives -54917.8714 eV. As for the HOMO-LUMO gap (spin up / spin down): 8.51 / 8.64 eV. The multiplicity is 2.